{
  "formula": "C19H38N8S2Si2TeTi",
  "method": "ωB97M-V/def2-TZVPD",
  "homo_lumo_gap_ev": [6.05, 6.30],
  "multiplicity": 2,
  "lumo_energy_ev": [-10.3, -10.2],
  "total_charge": 3,
  "total_energy_ha": -3676.880353,
  "s2": 0.756,
  "de_lowest_kcal_mol": 1.3,
  "fmax_ev_per_a": 2.3,
  "symbols": ["Te", "Ti", "S", "S", "Si", "Si", "N", "N", "N", "N", "N", "N", "N", "N", "C", "C", "C", "C", "C", "C", "C", "C", "C", "C", "C", "C", "C", "C", "C", "C", "C", "C", "C", "H", "H", "H", "H", "H", "H", "H", "H", "H", "H", "H", "H", "H", "H", "H", "H", "H", "H", "H", "H", "H", "H", "H", "H", "H", "H", "H", "H", "H", "H", "H", "H", "H", "H", "H", "H", "H", "H"],
  "xyz": [[1.44114, 2.27962, -1.70199], [0.20782, 0.04668, -0.50239], [-1.23902, 1.94256, 0.36997], [2.53362, -0.64169, 0.18562], [3.46063, 4.29347, -0.05045], [2.64178, -0.09874, -3.88714], [-1.99048, 2.01171, -2.24259], [1.14213, -0.04028, 2.32473], [0.12791, -0.33722, 1.45519], [-1.22572, -1.42966, -0.40811], [-3.03946, 3.91292, -2.45962], [-1.45001, 0.74789, -2.48886], [3.41395, -0.28574, 2.66032], [-2.58344, 3.74300, -1.19271], [-1.45022, -0.73302, 3.30050], [-3.45202, -3.01538, 0.12123], [3.44158, 2.61515, -1.02005], [2.84760, -0.55962, -5.68406], [1.25711, -1.18396, -3.09493], [-1.79644, -1.43359, 0.82841], [2.05523, 4.06966, 1.21694], [-2.94165, 2.56866, -4.53654], [-1.02002, -0.77536, 1.87820], [5.13830, 4.44825, 0.76064], [-2.68862, 2.85918, -3.11011], [-2.92863, -2.18758, 1.10381], [3.04997, 5.62216, -1.31121], [-2.82057, -3.06816, -1.11311], [-1.94399, 2.59428, -1.02066], [-1.72876, -2.25059, -1.33739], [1.93852, 1.67166, -3.70838], [2.38201, -0.31094, 1.84688], [4.28495, -0.26105, -3.00355], [-1.01585, 0.76443, -3.40782], [3.20002, -1.59105, -5.76016], [-1.00810, 0.11398, 3.82432], [0.86290, -0.76115, -2.15025], [-1.21858, -2.26747, -2.29325], [2.08353, 5.44311, -1.78558], [4.06123, 2.65923, -1.91645], [4.33482, -0.50725, 2.31041], [4.73293, -1.22755, -3.24705], [-4.31924, -3.63041, 0.32274], [-2.00548, 2.44306, -5.08480], [3.76635, 1.77141, -0.41433], [4.97526, 0.50537, -3.36274], [-2.75496, 4.45933, -0.50143], [2.33707, 4.47059, 2.19260], [1.94145, -0.47078, -6.28436], [1.79631, 3.01478, 1.35963], [-3.54865, 1.67064, -4.66359], [3.81062, 5.65360, -2.09505], [0.95272, -0.01234, 3.31795], [5.94041, 4.31403, 0.03261], [0.41700, -1.27501, -3.78753], [5.27986, 3.72087, 1.56162], [3.60966, 0.07589, -6.13992], [5.26267, 5.44187, 1.19662], [1.61819, -2.19314, -2.88564], [-3.16222, -3.74487, -1.88425], [2.65060, 2.41475, -4.07214], [4.23639, -0.18235, -1.92296], [-2.21062, 0.07396, -2.52456], [-3.37888, -2.16129, 2.08612], [-1.16811, -1.65412, 3.82093], [3.02121, 6.61649, -0.86263], [1.15458, 4.60235, 0.90483], [-3.48419, 3.40777, -4.96567], [3.32907, -0.11117, 3.65236], [1.03199, 1.79492, -4.30679], [-2.53049, -0.62840, 3.37741]],
  "atomic_forces_ev_per_a": [[0.693, 0.527, -0.667], [0.746, 1.334, -1.656], [-0.014, -0.120, 0.374], [-0.007, -0.093, -0.180], [-0.175, -0.298, -0.023], [-0.042, 0.273, 0.030], [-0.168, 0.259, -0.079], [0.124, 0.238, 0.335], [-0.802, -0.913, 1.650], [-0.965, -1.047, 0.664], [-0.181, 0.291, -0.115], [0.231, -0.018, 0.235], [-0.085, 0.000, 0.135], [0.121, -0.201, 0.080], [-0.008, -0.061, 0.030], [0.077, -0.110, -0.407], [-0.029, 0.489, 0.227], [-0.117, 0.002, 0.241], [0.416, -0.070, -0.288], [-0.776, -0.625, -0.519], [0.266, 0.227, -0.143], [-0.032, -0.010, -0.071], [0.749, 0.350, 0.482], [-0.204, 0.092, -0.164], [0.148, -0.265, 0.101], [0.324, 0.394, 0.299], [0.248, -0.150, 0.217], [-0.293, -0.158, 0.243], [-0.074, 0.095, -0.282], [0.241, 0.193, -0.075], [0.135, -0.483, 0.047], [-0.043, 0.095, -0.253], [-0.260, -0.078, -0.189], [0.132, 0.007, -0.034], [0.005, 0.009, -0.022], [-0.043, 0.007, 0.008], [0.293, -0.280, -0.530], [0.018, 0.044, 0.001], [-0.030, 0.014, 0.015], [-0.078, -0.037, -0.075], [0.010, 0.032, -0.046], [-0.017, 0.000, 0.006], [-0.002, 0.012, 0.022], [-0.013, 0.024, -0.022], [-0.078, -0.068, -0.021], [-0.021, 0.011, -0.042], [0.004, 0.011, 0.039], [0.004, 0.001, -0.009], [-0.033, 0.017, 0.045], [0.013, -0.035, 0.017], [0.008, -0.006, 0.031], [-0.002, -0.009, 0.002], [-0.038, -0.015, 0.039], [0.005, 0.002, 0.000], [-0.066, 0.037, 0.027], [-0.035, -0.037, -0.017], [0.013, 0.002, 0.018], [-0.021, -0.007, 0.004], [-0.073, 0.021, 0.136], [0.011, 0.051, -0.037], [-0.053, 0.091, 0.066], [-0.014, 0.048, 0.148], [-0.096, -0.048, -0.029], [-0.002, -0.006, -0.007], [-0.005, -0.018, -0.026], [-0.028, -0.022, 0.052], [-0.034, -0.049, -0.004], [0.027, 0.005, -0.015], [0.014, -0.007, -0.002], [-0.018, 0.044, -0.007], [-0.001, -0.007, -0.012]],
  "lowdin_spin": [-0.002, 0.931, 0.006, -0.006, 0.000, 0.001, 0.003, 0.005, 0.006, 0.011, 0.002, 0.000, 0.001, 0.004, 0.002, 0.000, 0.002, 0.000, 0.000, 0.005, 0.000, 0.000, 0.012, 0.000, 0.001, 0.005, 0.000, 0.003, 0.001, 0.002, -0.002, 0.002, 0.000, 0.000, 0.000, 0.000, 0.002, 0.000, 0.000, 0.000, 0.000, 0.000, 0.000, 0.000, 0.000, 0.000, 0.000, 0.000, 0.000, 0.000, 0.000, 0.000, 0.000, 0.000, 0.000, 0.000, 0.000, 0.000, 0.000, 0.000, -0.001, 0.000, 0.000, 0.000, 0.001, 0.000, 0.000, 0.000, 0.000, 0.000, 0.000]
}